This record from the OMol25 dataset describes C16H31F3MgP2 as an isolated structure in a non-equilibrium geometry. The level of theory is the ωB97M-V functional and the def2-TZVPD basis.

Each line ends with the natural charge from an NBO analysis.
Atoms and positions in Å:
P (0.3645, -1.5467, 1.9828)  0.693
P (0.0768, 1.5353, 2.0845)  0.676
Mg (0.1695, -0.0650, 3.6895)  1.475
F (-1.6993, 2.0333, 4.7122)  -0.415
F (-2.8118, 0.3133, 3.7625)  -0.412
F (-2.0324, 0.1796, 5.8541)  -0.385
C (1.1576, 3.0165, 2.1711)  -0.932
C (0.7453, 1.6996, -3.5893)  -0.196
C (0.7100, -1.4307, -3.4268)  -0.180
C (0.5341, 0.7710, 0.4496)  -0.704
C (0.2091, -1.5553, 5.1934)  -1.359
C (-1.5701, 2.2842, 1.7512)  -0.933
C (1.5038, 0.7934, -4.5290)  -0.445
C (-1.3160, -0.4008, -4.6260)  -0.445
C (-0.5941, -1.3705, -3.7215)  -0.192
C (-0.7105, -3.0323, 1.9003)  -0.924
C (-1.6930, 0.9201, -3.9194)  -0.435
C (1.8543, -0.5737, -3.9011)  -0.434
C (-0.0038, -0.6676, 0.3837)  -0.717
C (-1.7618, 0.6608, 4.5886)  0.422
C (-0.5695, 1.7412, -3.3430)  -0.176
C (2.0322, -2.2665, 1.6915)  -0.932
H (0.1728, 1.3761, -0.3904)  0.244
H (-0.7396, -0.1910, -5.5289)  0.209
H (2.1868, 2.6969, 2.3556)  0.234
H (-2.3871, 0.6879, -3.0994)  0.210
H (-1.5715, 2.8788, 0.8309)  0.222
H (1.1159, 3.6109, 1.2519)  0.228
H (-2.2473, -0.8699, -4.9646)  0.218
H (-2.2700, 1.5444, -4.6197)  0.222
H (-2.3186, 1.4906, 1.6760)  0.259
H (2.0927, -2.7840, 0.7275)  0.228
H (2.4588, -1.1492, -4.6197)  0.221
H (1.0133, -2.2172, -2.7346)  0.196
H (-0.8055, -1.6515, 5.6040)  0.224
H (0.8370, 3.6327, 3.0161)  0.252
H (0.8727, -1.2501, 6.0100)  0.198
H (0.4042, -1.2121, -0.4761)  0.237
H (-0.4779, -3.7531, 2.6917)  0.258
H (-1.0956, -0.6566, 0.2797)  0.234
H (-0.5882, -3.5074, 0.9232)  0.223
H (2.4473, 1.2835, -4.7970)  0.217
H (0.9641, 0.6473, -5.4665)  0.210
H (-1.8409, 2.9220, 2.5976)  0.273
H (2.7804, -1.4699, 1.7274)  0.233
H (2.5156, -0.3998, -3.0406)  0.206
H (-1.7527, -2.7141, 1.9948)  0.251
H (-0.9012, 2.4790, -2.6112)  0.197
H (1.6300, 0.7652, 0.4047)  0.225
H (0.5266, -2.5475, 4.8474)  0.166
H (1.3672, 2.3899, -3.0191)  0.199
H (-1.2372, -2.0975, -3.2252)  0.201
H (2.2536, -2.9714, 2.4980)  0.255

Atomic forces in eV per Å
P -0.003 -2.083 -2.580
P 0.203 2.761 -2.328
Mg -1.251 -0.601 4.651
F -1.278 0.666 0.339
F -1.221 0.637 0.587
F -0.907 0.772 -0.647
C -0.030 0.003 -0.150
C -0.361 -0.018 0.130
C -0.398 0.026 -0.062
C -0.017 0.012 0.241
C 0.843 -0.329 0.161
C 0.022 -0.128 0.004
C 0.019 -0.157 0.001
C -0.012 0.161 0.009
C 0.360 -0.003 0.145
C -0.034 0.154 -0.208
C -0.031 -0.136 -0.106
C 0.023 0.137 -0.106
C 0.074 -0.291 0.008
C 2.938 -1.439 -0.624
C 0.383 -0.021 -0.034
C -0.066 0.132 0.075
H 0.075 -0.080 0.127
H -0.121 -0.068 0.124
H -0.071 0.086 -0.063
H 0.091 0.032 -0.103
H 0.183 -0.141 0.087
H 0.018 -0.056 0.147
H 0.144 0.064 0.047
H 0.107 -0.097 0.132
H 0.064 0.154 0.050
H -0.053 0.096 0.152
H -0.108 0.089 0.131
H -0.051 0.053 -0.097
H 0.313 0.111 -0.249
H 0.022 -0.071 -0.103
H -0.033 -0.317 0.207
H -0.123 0.130 0.041
H -0.005 0.296 -0.097
H 0.087 -0.005 -0.006
H 0.012 -0.071 0.079
H -0.145 -0.067 0.033
H 0.116 0.057 0.137
H 0.034 -0.207 -0.144
H 0.006 -0.114 -0.060
H -0.076 -0.016 -0.097
H 0.115 -0.072 0.110
H 0.051 -0.054 -0.094
H -0.068 0.005 -0.017
H 0.176 -0.113 0.212
H -0.085 -0.050 -0.063
H 0.094 0.063 -0.054
H -0.029 0.110 -0.074

## Properties
total charge: 0
orbital gap: 6.62 eV
calculated total energy: -1810.53011 hartree
LUMO: 0.0 eV
2S+1: 1



This record from the OMol25 dataset describes one molecule with the formula C3H7NO2. The level of theory is the ωB97M-V functional and the def2-TZVPD basis.

Each line ends with the natural charge from an NBO analysis.
Atoms and positions in Å:
O (0.5610, -0.0560, 1.7233)  -0.691
O (0.7333, 0.0471, -0.5341)  -0.507
N (-1.3347, -0.0633, 0.5520)  -0.590
C (2.1471, 0.0800, -0.3188)  -0.251
C (-2.1511, -0.0404, -0.6308)  -0.428
C (-0.0741, -0.0238, 0.5328)  0.802
H (2.4951, -0.8343, 0.1701)  0.190
H (-1.5877, -0.0207, -1.5707)  0.185
H (2.5943, 0.1589, -1.3115)  0.197
H (-0.2139, -0.1061, 2.3113)  0.509
H (-2.8051, 0.8385, -0.5882)  0.197
H (2.4355, 0.9443, 0.2859)  0.191
H (-2.7995, -0.9241, -0.6212)  0.197

Atomic forces in eV per Å
O -0.006 0.000 0.043
O -0.260 -0.010 0.084
N 0.338 0.007 -0.003
C 0.242 0.007 0.036
C -0.106 0.004 -0.233
C -0.419 -0.014 -0.046
H -0.101 0.126 -0.065
H -0.050 0.001 0.084
H -0.122 -0.014 0.163
H 0.403 0.003 0.228
H 0.084 -0.133 -0.102
H -0.083 -0.121 -0.087
H 0.083 0.145 -0.102

## Properties
total charge: 0
structure (SMILES): C/N=C(/O)OC
orbital gap: 10.12 eV
calculated total energy: -323.72474 hartree
energy relative to the best compared isomer or geometry (same formula, charge and spin): 147.6 kJ/mol
LUMO: 0.9 eV
2S+1: 1



This record from the OMol25 dataset describes C5H12O2 as an isolated structure in a non-equilibrium geometry. The level of theory is the ωB97M-V functional and the def2-TZVPD basis.

Each line ends with the natural charge from an NBO analysis.
Atoms and positions in Å:
O (-0.7008, -1.6863, 0.9556)  -0.724
O (0.1554, 1.2946, 0.9647)  -0.739
C (0.6117, 0.5239, -0.1356)  0.081
C (1.4222, -0.7133, 0.2754)  -0.456
C (0.6497, -1.4996, 1.3255)  -0.064
C (-1.3838, 1.3781, -1.4820)  -0.631
C (-0.6816, 0.1572, -0.9437)  -0.349
H (-2.1031, 1.0265, -2.2256)  0.207
H (-0.7603, 2.1634, -1.9234)  0.196
H (1.5855, -1.3265, -0.6209)  0.213
H (0.8889, 1.5023, 1.5544)  0.469
H (-0.2583, -0.4466, -1.7884)  0.202
H (-1.2589, -0.9639, 1.3135)  0.476
H (2.4325, -0.4669, 0.6488)  0.206
H (1.0493, -2.5141, 1.4143)  0.180
H (1.3003, 1.1480, -0.7606)  0.166
H (-1.9099, 1.7865, -0.6218)  0.209
H (0.7367, -1.0046, 2.2987)  0.163
H (-1.7755, -0.3587, -0.2490)  0.195

Atomic forces in eV per Å
O -0.576 -0.181 1.099
O 0.129 0.078 0.503
C -0.485 -0.313 -0.233
C -0.300 0.012 -0.034
C 0.216 -0.448 0.175
C -0.239 0.262 -0.029
C -1.273 -0.437 0.677
H -0.112 0.339 0.057
H 0.111 -0.215 0.015
H -0.123 0.100 0.118
H 0.003 0.014 -0.095
H -1.057 -0.185 0.784
H 0.867 -0.636 -0.230
H -0.389 0.128 -0.010
H 0.217 0.171 0.156
H -0.795 -0.251 -0.013
H -0.193 0.498 -0.305
H -0.061 -0.097 -0.030
H 4.061 1.163 -2.605

## Properties
total charge: 0
orbital gap: 10.19 eV
calculated total energy: -348.11094 hartree
energy relative to the best compared isomer or geometry (same formula, charge and spin): 246.5 kJ/mol
LUMO: 0.8 eV
2S+1: 1



Quick rundown of HOMO energy, same order as above: -6.6; -9.2; -9.4 eV